Record 1
The following is a DFT calculation (ωB97M-V with the def2-TZVPD basis set) of C43H29F15GeN2O2OsS as an isolated structure.

Structure (XYZ):
```
94
Properties=species:S:1:pos:R:3:mulliken_charge:R:1
Os 0.4701 -2.0154 -0.8384 2.24
C 2.0659 3.9840 -3.7001 -1.63
C 0.6404 3.8708 -3.1269 1.69
C -0.3766 4.1382 -4.2385 -1.96
C 0.4480 4.9129 -2.0183 -1.49
C 0.5069 2.4628 -2.5748 0.67
C -0.1399 1.4428 -3.2653 -0.94
C -0.1752 0.1582 -2.7620 -0.99
N 0.3970 -0.1514 -1.5919 -0.06
C 1.0683 0.8100 -0.9093 0.09
C 1.1221 2.1031 -1.3666 -0.59
C 1.7706 0.2984 0.2790 0.07
C 2.4776 1.0590 1.1787 -0.30
C 3.1223 0.4585 2.2646 0.32
C 3.0407 -0.9382 2.3636 -0.70
C 2.3307 -1.6556 1.4415 -1.45
N 1.6885 -1.0511 0.4168 -0.34
C 3.8892 1.2561 3.2993 1.81
C 3.3248 0.9198 4.6911 -1.54
C 5.3684 0.8377 3.2204 -1.58
C 3.7766 2.7623 3.0662 -1.92
H 2.2083 4.9834 -4.1124 0.46
H 2.2310 3.2604 -4.5001 0.37
H 2.8240 3.8286 -2.9294 0.34
H -0.2981 5.1794 -4.5489 0.43
H -1.4013 3.9710 -3.8993 0.42
H -0.1922 3.5283 -5.1241 0.42
H 0.5420 5.9086 -2.4512 0.52
H 1.1993 4.8394 -1.2299 0.37
H -0.5444 4.8420 -1.5677 0.21
H -0.6218 1.6253 -4.2142 0.50
H -0.6472 -0.6522 -3.2947 0.79
H 1.6737 2.8398 -0.8005 0.61
H 2.5134 2.1302 1.0547 0.63
H 3.5260 -1.4677 3.1708 0.62
H 2.2379 -2.7327 1.4908 0.72
H 3.4731 -0.1273 4.9565 0.36
H 2.2588 1.1473 4.7531 0.33
H 3.8423 1.5223 5.4373 0.47
H 5.5046 -0.2263 3.4193 0.36
H 5.9332 1.3897 3.9719 0.45
H 5.7946 1.0664 2.2419 0.38
H 2.7395 3.1049 3.0987 0.37
H 4.2257 3.0662 2.1176 0.38
H 4.3152 3.2843 3.8560 0.45
F -5.5175 -0.0872 1.6590 -0.37
C -5.0076 -0.9231 2.5790 0.68
C -3.8502 -1.6130 2.2581 0.03
C -3.3226 -2.4547 3.2191 0.08
F -2.1961 -3.1405 2.9713 -0.28
C -3.9262 -2.6206 4.4505 0.05
F -3.4013 -3.4328 5.3542 -0.27
C -5.0916 -1.9219 4.7347 0.63
F -5.6740 -2.0709 5.9061 -0.26
C -5.6428 -1.0610 3.7945 0.10
F -6.7474 -0.3903 4.0701 -0.26
Ge -3.1295 -1.2268 0.5088 -0.15
S -1.2247 -2.5619 0.3148 -0.65
C -4.2775 -1.7119 -0.9517 0.53
C -3.9129 -1.3900 -2.2492 -0.36
F -2.7506 -0.7399 -2.4456 0.19
C -4.6746 -1.7127 -3.3482 -0.29
F -4.2828 -1.3786 -4.5694 -0.27
C -5.8637 -2.4039 -3.1507 0.69
F -6.6116 -2.7264 -4.1828 -0.26
C -6.2593 -2.7598 -1.8690 0.05
F -7.3859 -3.4236 -1.6864 -0.26
C -5.4642 -2.4179 -0.7899 0.65
F -5.8701 -2.7886 0.4226 -0.27
C -2.3615 0.5639 0.5447 0.89
C -1.3869 0.8487 1.4913 -0.23
F -0.9198 -0.1271 2.2870 -0.75
C -0.8686 2.1154 1.6633 0.27
F 0.0811 2.3487 2.5696 -0.43
C -1.3356 3.1513 0.8679 0.78
F -0.8353 4.3664 1.0159 -0.40
C -2.3071 2.9067 -0.0884 0.22
F -2.7412 3.8922 -0.8605 -0.41
C -2.8149 1.6243 -0.2259 0.57
F -3.7731 1.4333 -1.1284 -0.41
O 0.4776 -4.6657 -3.5530 -0.49
C 0.9883 -3.8764 -2.8336 0.49
O 0.4174 -2.6236 -2.6290 -0.50
C 2.2306 -4.0589 -2.0344 0.15
C 3.0810 -2.9751 -1.7802 0.13
C 4.2264 -3.1579 -1.0180 -0.60
C 4.5170 -4.4160 -0.5063 -0.57
C 3.6794 -5.4964 -0.7717 -0.60
C 2.5432 -5.3252 -1.5465 -0.78
H 2.8973 -2.0144 -2.2553 0.60
H 4.9085 -2.3333 -0.8536 0.51
H 5.4139 -4.5640 0.0808 0.46
H 3.9224 -6.4761 -0.3830 0.46
H 1.8911 -6.1574 -1.7776 0.51
```

Computed properties:
net charge: +2
Kohn-Sham gap: 6.2 eV
E_HOMO: -14.15 eV

=====

Record 2
The following is a DFT calculation (ωB97M-V with the def2-TZVPD basis set) of C43H30Cl2FeN5O3S as an isolated structure in a non-equilibrium geometry.

Structure (XYZ):
```
85
Properties=species:S:1:pos:R:3:mulliken_charge:R:1
Fe 0.2726 -0.4634 -0.1625 -0.14
C -8.3163 -8.8960 6.3019 -0.84
O -7.9308 -7.6052 6.7402 -0.46
C -7.1080 -6.8882 5.9336 0.98
C -6.6133 -7.3405 4.7152 -0.44
C -5.7788 -6.5219 3.9676 -0.85
C -5.4269 -5.2564 4.4139 0.12
C -5.9320 -4.8179 5.6397 -0.43
C -6.7610 -5.6188 6.3955 -0.76
C -4.5526 -4.4181 3.5848 0.28
N -4.1713 -4.6947 2.3612 -0.91
C -3.3726 -3.6412 1.9896 1.08
C -3.2764 -2.7183 2.9987 0.10
N -4.0453 -3.2228 4.0228 -0.13
C -2.5157 -1.5094 2.8993 0.48
C -2.3686 -0.5204 3.8699 -0.86
C -1.5855 0.5815 3.5912 -1.10
C -0.9589 0.6739 2.3522 -0.72
N -1.0848 -0.2665 1.4262 1.11
C -1.8403 -1.3308 1.6846 -0.56
C -1.9365 -2.2814 0.6005 -0.02
N -1.2354 -1.9645 -0.5015 0.87
C -1.2742 -2.8239 -1.5121 0.13
C -2.0005 -4.0131 -1.4665 -1.12
C -2.7122 -4.3354 -0.3354 -0.93
C -2.6945 -3.4440 0.7352 0.84
H -8.9738 -9.2913 7.0706 0.24
H -7.4487 -9.5514 6.1939 0.34
H -8.8561 -8.8456 5.3532 0.34
H -6.8635 -8.3214 4.3400 0.39
H -5.3898 -6.8660 3.0189 0.46
H -5.6929 -3.8322 6.0197 0.25
H -7.1553 -5.2824 7.3443 0.43
H -4.1512 -2.8394 4.9436 0.21
H -2.8637 -0.6094 4.8294 0.44
H -1.4477 1.3697 4.3171 0.45
H -0.3366 1.5225 2.1010 0.50
H -0.7171 -2.5634 -2.3965 0.02
H -1.9797 -4.6712 -2.3236 0.49
H -3.2742 -5.2563 -0.2542 0.58
Cl -0.5065 -0.0044 -2.9891 -0.14
C 0.6439 -0.9437 -3.8909 0.79
C 0.5974 -0.8842 -5.2736 -0.86
C 1.5127 -1.6171 -6.0095 -0.40
C 2.4551 -2.3858 -5.3427 -0.69
C 2.4782 -2.4164 -3.9618 0.13
Cl 3.7013 -3.3972 -3.2038 -0.23
C 1.5723 -1.6986 -3.1614 -0.20
S 1.6684 -1.8089 -1.4206 -0.15
H -0.1510 -0.2699 -5.7535 0.46
H 1.4947 -1.5904 -7.0901 0.37
H 3.1835 -2.9685 -5.8889 0.42
C -2.6189 2.5710 -0.8518 -0.88
C -1.8344 3.7123 -0.9866 -0.86
C -0.4612 3.6020 -0.9263 -0.85
C 0.1334 2.3507 -0.7219 1.60
C -0.6375 1.2157 -0.5133 -0.29
C -2.0316 1.3382 -0.6092 0.81
C 1.5751 2.1231 -0.7461 0.61
C 2.4467 3.0602 -1.3556 -1.38
C 3.7616 2.7596 -1.4640 -1.05
C 4.2451 1.5550 -0.9099 1.23
C 5.6221 1.2265 -0.9616 -0.90
C 6.0833 0.0954 -0.3593 -0.63
C 5.1813 -0.7368 0.3345 -0.45
C 3.8461 -0.4555 0.3757 0.27
C 3.3328 0.6873 -0.2772 -0.55
N 1.9708 0.9575 -0.2545 0.31
H -3.6977 2.6447 -0.9310 0.45
H -2.2951 4.6782 -1.1489 0.40
H 0.1517 4.4898 -1.0289 0.41
H -2.6657 0.4689 -0.4927 0.29
H 2.0463 3.9759 -1.7626 0.34
H 4.4501 3.4345 -1.9589 0.41
H 6.2971 1.9013 -1.4738 0.39
H 7.1345 -0.1585 -0.3988 0.39
H 5.5507 -1.6215 0.8376 0.47
H 3.1494 -1.0764 0.9065 0.01
C 2.3947 -2.7288 2.8372 -1.42
C 1.1603 -2.4059 2.0143 0.61
O 0.2088 -3.1775 2.0333 -0.59
O 1.2322 -1.2995 1.3410 -0.52
H 2.8993 -3.5780 2.3730 0.31
H 2.0955 -3.0367 3.8381 0.38
H 3.0864 -1.8919 2.8972 0.31
```

Computed properties:
Kohn-Sham gap (spin up / spin down): 6.9 / 6.9 eV
E_HOMO (spin up / spin down): -7.09 / -7.10 eV
spin multiplicity: 2
energy above the lowest of the compared OMol25 structures with the same formula, charge and spin: 20.8 kcal per mole